Entry from OMol25: a 11-piece molecular cluster, C29H56BBr22F4IN4O6PS2 overall at a distorted geometry (ωB97M-V with the def2-TZVPD basis set).

The geometry in XYZ format:
```
126
Properties=species:S:1:pos:R:3:forces:R:3:lowdin_charge:R:1
I 4.110929 0.497639 -0.980621 -0.91 0.25 0.24 0.44
Br 2.280017 1.533883 7.326244 -0.11 0.07 -0.04 0.63
Br 3.271721 3.010387 12.046757 -0.09 0.03 -0.11 0.60
Br 7.659762 4.498420 -6.683024 -0.09 -0.18 0.02 0.62
Br 7.238662 8.494009 -6.382348 0.06 0.06 0.12 0.58
Br 5.717026 -2.789415 -3.246114 0.00 -0.06 -0.05 0.57
Br -11.728684 2.380362 -0.369990 0.01 0.12 -0.08 0.60
Br -4.778512 2.469577 2.392400 0.14 -0.06 -0.11 0.63
Br 3.607273 4.930912 6.743014 0.04 -0.13 -0.03 0.61
Br -9.269742 4.422895 -2.220187 -0.03 -0.05 -0.03 0.60
Br -6.984254 1.853501 -0.505311 0.07 -0.04 0.13 0.58
Br 5.200818 2.455887 -4.832826 -0.12 0.38 0.04 0.64
Br -3.042819 -5.485346 2.997638 0.17 0.19 -0.04 0.70
Br 5.361898 -1.595168 -6.723071 -0.06 0.10 0.11 0.61
Br -3.179324 -6.392129 -1.441035 -0.13 0.02 -0.05 0.67
Br -4.226972 -2.011973 2.579272 -0.06 -0.05 -0.05 0.65
Br -5.723243 -9.056732 -1.176592 0.14 0.08 0.11 0.62
Br 8.628463 6.793285 -3.412910 0.02 -0.03 -0.14 0.58
Br 0.582055 5.539148 12.159179 0.13 0.01 0.04 0.59
Br 1.290366 -7.930649 -0.460368 -0.51 1.48 1.00 0.75
Br 2.456205 -4.927330 -1.930411 -1.44 -0.19 0.34 0.73
Br 1.136955 -4.462097 -5.270049 -0.18 -0.01 -0.04 0.61
Br -2.450802 -3.587869 -5.342862 0.06 0.06 0.01 0.58
S -0.229597 1.945899 2.077058 -3.12 9.54 2.64 0.92
S 2.297501 -2.377632 0.671310 0.10 -0.02 -0.87 0.72
P 1.675652 0.313294 -1.518542 0.29 1.91 -2.19 0.59
F 1.728711 -5.570765 1.001491 -3.96 -1.12 -2.40 -0.11
F -0.645677 -6.284223 0.739167 3.93 1.50 -1.45 -0.12
F 1.480955 1.919823 1.890374 -3.42 -0.72 0.33 -0.22
F 0.004839 -6.240558 -2.315884 1.10 2.70 2.29 -0.21
O -0.724957 3.130713 1.154464 2.58 -5.72 2.12 -0.33
O 1.199403 1.974843 -1.798522 1.32 -1.75 2.34 -0.40
O -1.052703 -0.053829 5.266261 2.94 -1.68 -0.79 0.08
O -0.642526 2.404404 3.530265 2.58 -3.69 -5.49 -0.27
O 0.748602 -1.861940 5.345652 -2.79 1.08 -2.43 0.06
O 0.477055 -0.574658 3.178856 -3.06 -0.46 0.32 0.02
N -1.063142 0.531663 1.516810 2.99 -0.67 -2.35 -0.04
N -0.102443 -3.329246 1.855842 -1.53 1.53 0.24 0.04
N -1.461735 0.680396 -0.953864 1.84 -1.08 2.46 0.11
N 0.788019 -0.244072 -0.093642 -4.25 1.60 0.06 -0.29
C 6.553940 3.013580 -7.298513 0.17 0.20 -0.18 -0.68
C -4.183302 -3.132713 4.175508 0.03 0.23 0.18 -0.65
C 9.540309 7.518914 -4.977652 0.16 -0.01 0.25 -0.70
C -2.926980 -3.970288 4.221402 -0.15 -0.35 0.19 -0.68
C 0.666137 -6.065087 0.089994 0.84 -1.59 0.43 -0.61
C 0.579235 -5.229771 -1.346326 -1.25 -1.03 -0.12 -0.65
C -0.428275 -3.963651 -1.354264 -0.97 -0.05 -0.65 -0.16
C 6.973453 -1.795789 -4.359681 0.15 0.07 0.13 -0.67
C 6.260149 -0.765221 -5.202956 0.05 -0.12 -0.14 -0.75
C 0.628487 -1.762839 -0.024623 1.07 -0.96 0.37 -0.64
C -5.530772 3.728330 1.105707 -0.01 0.14 0.19 -0.67
C 5.174545 3.067803 -6.685069 -0.17 -0.19 -0.10 -0.66
C -0.399831 -5.536860 -5.808183 0.20 -0.07 -0.08 -0.67
C 3.483385 3.412384 5.524549 0.05 0.22 -0.09 -0.69
C 2.438599 5.715016 11.585826 -0.17 0.19 -0.09 -0.70
C 0.220477 -2.469525 -1.445968 -0.92 0.87 -0.59 -0.19
C -1.412837 -4.705294 -6.559383 -0.15 -0.12 -0.09 -0.68
C -5.095362 -7.791331 0.169120 -0.26 -0.17 -0.01 -0.70
C -0.654299 -0.746553 2.218020 -0.72 -2.22 2.70 -0.23
C -4.849830 -6.428285 -0.434041 0.09 0.21 0.10 -0.69
C -10.375562 2.938055 -2.835676 0.06 0.10 -0.21 -0.68
C -6.948100 3.354967 0.739964 -0.10 0.09 -0.21 -0.68
C -11.754957 2.992278 -2.222232 -0.16 -0.19 0.09 -0.69
C -2.864271 1.224470 -0.808172 -2.17 1.21 -0.37 -0.04
C 2.896472 4.489236 10.830975 0.25 -0.09 -0.02 -0.72
C 2.194813 2.650952 5.728961 -0.06 -0.22 -0.05 -0.70
C -0.594965 0.348330 0.055863 -0.46 0.48 -1.62 -0.20
C -0.460825 -2.020836 1.197290 -0.31 -0.63 -1.01 -0.25
C 8.908639 8.815647 -5.426495 -0.02 0.11 -0.26 -0.69
B 0.014418 -0.800080 4.574247 0.35 -0.16 2.27 -0.54
H -4.852572 3.751346 0.248008 -0.26 0.00 0.16 0.05
H 2.023625 1.953731 4.903973 0.08 0.17 0.08 0.04
H 1.073632 -2.392721 -2.280723 -1.77 -0.41 2.17 0.10
H -7.438530 4.175723 0.209057 0.10 -0.14 0.07 0.03
H -5.896931 -7.745932 0.911719 0.15 0.08 -0.13 0.06
H 2.163075 4.127114 10.104939 0.14 0.16 0.21 0.04
H 9.525150 6.740101 -5.745104 -0.04 0.27 0.13 0.02
H -5.101556 -3.726796 4.173423 0.31 0.09 -0.04 0.06
H -0.963405 -4.038126 -7.300347 -0.04 -0.19 0.26 0.06
H 5.500880 -0.203425 -4.651902 0.30 -0.30 -0.14 -0.03
H -1.511887 -2.204272 0.657571 2.10 0.73 1.19 0.16
H 7.656267 -1.312574 -3.655434 -0.14 -0.03 -0.14 0.06
H -1.105844 -4.069327 -2.333805 1.72 0.05 2.05 0.11
H 6.498289 3.132326 -8.384252 -0.08 -0.05 0.21 0.06
H -5.641108 -6.106633 -1.117086 0.17 -0.20 0.18 0.06
H -1.578405 -1.041474 2.909870 1.58 0.73 -1.87 0.12
H -3.124125 1.671294 0.240970 1.03 -1.03 -1.84 0.05
H -12.190479 3.995498 -2.220642 0.21 -0.24 -0.03 0.06
H -2.148253 -5.346325 -7.053287 0.14 0.07 0.13 0.06
H 1.320619 3.298568 5.839152 0.29 -0.11 -0.05 0.06
H -4.725091 -5.676195 0.349858 -0.04 -0.16 -0.07 0.02
H 7.527809 -2.531329 -4.949430 -0.21 0.20 0.11 0.06
H 10.571747 7.684000 -4.653750 -0.19 0.03 -0.09 0.06
H 2.452991 6.595356 10.937119 0.03 -0.20 0.06 0.06
H 0.278171 -3.222685 2.821211 -0.38 -0.14 -1.23 0.09
H 9.552521 9.330097 -6.145143 -0.06 -0.14 0.14 0.06
H -1.139332 0.497026 -1.948955 -0.27 0.34 1.67 0.17
H -0.653984 -1.778617 -1.892697 1.69 -1.55 0.93 0.12
H 7.097013 2.093580 -7.065199 -0.23 0.20 -0.03 0.04
H 0.215146 -2.690303 5.149712 1.15 1.15 0.63 0.10
H -7.557924 3.069305 1.601517 0.24 0.06 -0.19 0.06
H -10.431213 3.056801 -3.921415 -0.05 0.00 0.20 0.06
H 0.012235 -6.318218 -6.452938 -0.12 0.17 0.07 0.07
H 3.842939 4.682701 10.318656 -0.18 0.02 0.09 0.05
H -4.204948 -8.229797 0.628113 -0.16 0.19 -0.16 0.05
H 6.975504 -0.065221 -5.643744 -0.09 -0.14 0.18 0.04
H -0.954575 -0.094172 6.273102 -0.04 -0.27 -2.09 0.14
H -0.923728 -3.969936 1.805961 0.96 0.62 0.50 0.03
H 3.030962 5.919499 12.481958 -0.12 -0.15 -0.25 0.05
H 1.634469 2.603477 -1.143626 -0.76 -0.89 -1.03 0.07
H -3.018407 2.092614 -1.602855 0.64 -1.88 1.66 0.14
H -2.795742 -4.415030 5.211861 -0.08 0.12 -0.14 0.07
H -0.801822 -5.995234 -4.900406 0.04 0.16 -0.22 0.04
H -4.211111 -2.432447 5.014884 0.05 -0.13 -0.14 0.07
H 8.678003 9.495008 -4.601021 0.09 -0.27 -0.16 0.05
H -12.433791 2.307427 -2.737850 0.18 0.11 0.04 0.06
H -9.832490 2.018055 -2.602362 -0.20 0.22 0.04 0.04
H -5.505036 4.698551 1.609398 -0.05 -0.18 -0.10 0.07
H 4.377722 2.802958 5.682329 -0.30 0.09 0.00 0.06
H 3.240394 -2.484296 -0.396478 -1.78 0.40 0.84 -0.13
H -2.024150 -3.413738 3.955110 -0.26 -0.03 0.00 0.02
H -3.715161 0.427108 -1.054647 2.26 1.34 0.48 0.13
H 4.495713 2.382952 -7.200687 0.17 0.08 0.06 0.06
H 4.739024 4.071023 -6.683479 0.23 -0.23 0.01 0.06
H -1.209899 -4.108338 -0.464837 1.90 0.36 -1.86 0.11
H 3.518959 3.848778 4.522555 -0.07 -0.10 0.16 0.06
```
Positions in Å, forces in eV/Å.

Summary:
**Total energy**: -60296.7217 a.u.
**E_HOMO**: -0.4037 hartree
**HOMO-LUMO gap**: 5.87 eV
**Net charge**: +1
**LUMO level**: -5.114 eV
**Strongest force on any atom**: 0.20183 hartree/bohr